(1)
Entry from the Open Molecules 2025 dataset: 2 unconnected molecules or ions with the total composition C3H2ClNO2 in a non-equilibrium geometry (ωB97M-V/def2-TZVPD).

Values from the calculation:
- Energy relative to the best compared isomer or geometry (same formula, charge and spin): 608.8 kJ/mol
- E_HOMO (alpha / beta): -8.83 / -10.97 eV
- LUMO energy (alpha / beta): -1.177 / -1.830 eV
- DFT total energy: -780.7193 Eh

CARTESIAN COORDINATES (ANGSTROEM)
C 1.0824 -1.2500 0.0153
C 1.6346 -0.0374 -0.4204
C -0.8541 0.5355 0.3966
N 0.2399 -0.1792 -0.0395
O 0.9554 -2.3402 0.4954
O 2.3157 0.8767 -0.7618
Cl -0.9039 2.2534 0.0835
H -1.7014 0.1129 1.0417
H -2.7685 0.0283 -0.8106

Force components x, y, z for each atom (eV/Å):
-1.304 -3.211 1.979
-0.097 2.754 -0.945
-1.092 -0.599 0.057
-1.255 2.797 0.070
1.020 -0.105 -0.629
0.251 -1.010 0.160
0.257 -1.171 0.250
1.866 0.550 -1.020
0.356 -0.006 0.079

How is the electron density shared among the atoms? According to Löwdin, the charges in e are: number 1, C, carries -0.352; number 2, C, carries -0.259; number 3, C, carries -0.554; number 4, N, carries 0.066; number 5, O, carries 0.137; number 6, O, carries 0.153; number 7, Cl, carries 0.606; number 8, H, carries 0.074; number 9, H, carries 0.129

=====

(2)
Entry from the Open Molecules 2025 dataset: a molecular structure, C34H38N4P2S2Tl in a non-equilibrium geometry (ωB97M-V/def2-TZVPD).

Values from the calculation:
- Energy relative to the best compared isomer or geometry (same formula, charge and spin): 29.5 kJ/mol
- E_HOMO: -10.15 eV
- LUMO energy: -2.556 eV
- Total charge: +1
- DFT total energy: -3188.8746 Eh

CARTESIAN COORDINATES (ANGSTROEM)
Tl -0.4664 -1.0847 1.8684
N 1.7828 1.4456 0.8894
P 2.2745 -0.1712 0.6192
C 4.0200 0.0815 1.1306
C 4.5061 -0.5292 2.2789
C 5.8045 -0.2890 2.6968
C 6.6234 0.5600 1.9739
C 6.1402 1.1734 0.8283
C 4.8460 0.9359 0.4062
C 2.5596 -0.3217 -1.1961
C 2.0329 0.5571 -2.1326
C 2.2626 0.3552 -3.4833
C 3.0100 -0.7301 -3.9087
C 3.5301 -1.6171 -2.9770
C 3.2943 -1.4231 -1.6297
P 0.1290 1.8762 0.6167
C 0.4684 3.6558 0.3425
C 1.1774 4.3487 1.3192
C 1.5279 5.6683 1.1144
C 1.1732 6.3072 -0.0638
C 0.4562 5.6231 -1.0290
C 0.1029 4.2979 -0.8305
C -0.4748 2.0270 2.3532
C -1.7107 2.6367 2.5446
C -2.2964 2.6432 3.7967
C -1.6656 2.0201 4.8625
C -0.4377 1.4058 4.6791
C 0.1614 1.4095 3.4297
H 2.4577 2.1649 0.6364
H 3.8635 -1.1939 2.8396
H 6.1732 -0.7633 3.5928
H 7.6355 0.7456 2.3003
H 6.7726 1.8406 0.2643
H 4.4788 1.4080 -0.4959
H 1.4488 1.4102 -1.8061
H 1.8627 1.0505 -4.2067
H 3.1889 -0.8867 -4.9624
H 4.1336 -2.4512 -3.3060
H 3.7036 -2.1080 -0.8983
H 1.4501 3.8488 2.2380
H 2.0808 6.1956 1.8750
H 1.4585 7.3353 -0.2286
H 0.1728 6.1142 -1.9462
H -0.4546 3.7569 -1.5822
H -2.2075 3.1020 1.7028
H -3.2528 3.1226 3.9385
H -2.1318 2.0125 5.8354
H 0.0561 0.9174 5.5055
H 1.1453 0.9710 3.2916
S -3.0370 0.1137 0.6380
C -4.6740 -0.2442 0.7016
N -5.4101 0.0513 -0.4140
C -6.7391 -0.1407 -0.5226
C -7.4452 -0.6690 0.5151
C -6.7473 -0.9844 1.7018
C -5.3993 -0.7830 1.7932
H -4.8898 0.4703 -1.1790
H -7.1939 0.1545 -1.4568
H -8.5057 -0.8390 0.4359
H -7.2890 -1.3724 2.5506
H -4.8658 -1.0101 2.7019
C 0.4352 -4.8455 -3.9148
C 0.7366 -3.4629 -3.3379
N 0.5963 -3.4231 -1.8971
C -0.5461 -3.3403 -1.1994
S -0.4720 -3.7059 0.4411
N -1.6894 -3.0102 -1.8079
C -2.9772 -2.9789 -1.1484
C -3.6170 -4.3618 -1.0556
H 0.5613 -4.8291 -4.9938
H -0.5835 -5.1490 -3.6878
H 1.1145 -5.5839 -3.4940
H 0.0863 -2.7019 -3.7798
H 1.7663 -3.1874 -3.5693
H 1.3826 -3.7500 -1.3508
H -1.6886 -2.9005 -2.8112
H -3.6146 -2.2980 -1.7178
H -2.8329 -2.5780 -0.1399
H -3.7004 -4.8151 -2.0409
H -4.6135 -4.2802 -0.6292
H -3.0150 -5.0035 -0.4169

Force components x, y, z for each atom (eV/Å):
-0.320 -0.642 0.140
-0.098 -0.329 -0.507
0.832 0.558 -0.305
-0.254 -0.324 0.077
-0.127 0.003 -0.112
0.079 -0.039 0.150
-0.027 -0.019 0.029
0.020 0.095 -0.038
-0.019 -0.026 -0.018
-0.287 -0.103 0.278
-0.031 0.075 0.277
-0.003 -0.042 -0.219
0.002 0.085 -0.029
0.171 0.005 -0.011
-0.004 0.105 0.039
0.253 0.623 0.606
-0.177 -0.233 -0.151
0.005 0.094 -0.001
0.082 0.002 0.079
-0.029 0.009 -0.073
-0.037 0.083 -0.149
-0.008 -0.137 0.071
0.006 -0.200 -0.175
0.114 -0.033 0.020
-0.062 0.052 -0.048
0.022 -0.072 0.053
-0.004 0.005 0.111
0.103 0.360 -0.130
-0.125 -0.113 0.188
-0.010 -0.070 0.084
0.063 -0.065 0.091
0.078 0.008 0.029
0.091 0.069 -0.079
0.011 0.024 -0.092
0.028 0.007 -0.044
-0.039 0.058 -0.056
0.036 0.016 -0.077
0.045 -0.084 -0.018
0.094 -0.098 0.037
0.027 0.011 0.099
0.073 0.104 0.093
-0.006 0.088 -0.006
-0.024 0.105 -0.107
-0.047 -0.009 -0.106
-0.091 0.036 -0.008
-0.095 0.063 0.035
-0.042 0.010 0.110
0.047 -0.003 0.120
-0.035 0.014 0.015
0.208 0.201 -0.055
0.045 0.085 -0.159
0.101 -0.029 0.163
-0.537 -0.106 0.071
0.139 0.001 0.014
0.070 0.110 -0.230
-0.076 -0.011 -0.064
-0.068 -0.093 0.149
0.027 -0.019 -0.023
-0.062 0.060 -0.079
-0.048 -0.085 0.068
0.112 0.006 0.005
0.005 0.269 0.086
-0.144 -0.220 -0.258
0.105 0.007 -0.091
0.162 -0.117 -0.170
-0.030 -0.113 0.790
0.467 0.066 -0.452
-0.418 -0.279 0.381
0.130 0.224 -0.075
0.005 -0.063 -0.123
-0.119 -0.093 0.008
0.022 -0.066 -0.001
0.168 0.034 -0.050
-0.251 0.092 0.018
-0.205 0.115 -0.024
0.071 -0.001 0.092
0.082 0.030 0.099
-0.093 0.050 -0.344
-0.043 -0.087 -0.086
-0.115 -0.020 0.061
0.009 -0.073 0.007

How is the electron density shared among the atoms? According to Löwdin, the charges in e are: number 1, Tl, carries 0.614; number 2, N, carries -0.419; number 3, P, carries 0.893; number 4, C, carries -0.368; number 5, C, carries -0.097; number 6, C, carries -0.077; number 7, C, carries -0.072; number 8, C, carries -0.069; number 9, C, carries -0.095; number 10, C, carries -0.378; number 11, C, carries -0.093; number 12, C, carries -0.072; number 13, C, carries -0.088; number 14, C, carries -0.108; number 15, C, carries -0.116; number 16, P, carries 0.912; number 17, C, carries -0.377; number 18, C, carries -0.095; number 19, C, carries -0.066; number 20, C, carries -0.072; number 21, C, carries -0.079; number 22, C, carries -0.100; number 23, C, carries -0.482; number 24, C, carries -0.133; number 25, C, carries -0.069; number 26, C, carries -0.072; number 27, C, carries -0.085; number 28, C, carries -0.223; number 29, H, carries 0.060; number 30, H, carries 0.099; number 31, H, carries 0.107; number 32, H, carries 0.108; number 33, H, carries 0.108; number 34, H, carries 0.108; number 35, H, carries 0.072; number 36, H, carries 0.107; number 37, H, carries 0.109; number 38, H, carries 0.112; number 39, H, carries 0.112; number 40, H, carries 0.109; number 41, H, carries 0.108; number 42, H, carries 0.108; number 43, H, carries 0.105; number 44, H, carries 0.099; number 45, H, carries 0.104; number 46, H, carries 0.108; number 47, H, carries 0.107; number 48, H, carries 0.110; number 49, H, carries 0.076; number 50, S, carries 0.554; number 51, C, carries -0.740; number 52, N, carries 0.044; number 53, C, carries -0.069; number 54, C, carries -0.051; number 55, C, carries -0.036; number 56, C, carries -0.067; number 57, H, carries 0.139; number 58, H, carries 0.133; number 59, H, carries 0.111; number 60, H, carries 0.118; number 61, H, carries 0.113; number 62, C, carries -0.065; number 63, C, carries -0.233; number 64, N, carries -0.006; number 65, C, carries -0.819; number 66, S, carries 0.538; number 67, N, carries 0.022; number 68, C, carries -0.294; number 69, C, carries -0.076; number 70, H, carries 0.078; number 71, H, carries 0.068; number 72, H, carries 0.081; number 73, H, carries 0.116; number 74, H, carries 0.089; number 75, H, carries 0.115; number 76, H, carries 0.135; number 77, H, carries 0.111; number 78, H, carries 0.035; number 79, H, carries 0.074; number 80, H, carries 0.074; number 81, H, carries 0.057

=====

(3)
Entry from the Open Molecules 2025 dataset: 2 unconnected molecules or ions with the total composition C5H15ClNSi in a non-equilibrium geometry (ωB97M-V/def2-TZVPD).

Values from the calculation:
- Energy relative to the best compared isomer or geometry (same formula, charge and spin): 364.7 kJ/mol
- E_HOMO: -11.60 eV
- LUMO energy: -6.153 eV
- Total charge: +1
- DFT total energy: -1003.5924 Eh

CARTESIAN COORDINATES (ANGSTROEM)
C 4.5889 0.3045 -0.2068
C -3.2879 -0.4627 -1.3039
C 3.2591 -0.3580 -0.3150
C 2.2926 0.4914 0.5037
C -4.1489 0.4986 0.7537
N -3.2475 -0.4053 0.1675
Si 0.5122 -0.2402 0.7266
Cl -0.2370 -1.9751 1.1544
H 4.6031 1.3376 -0.5315
H 4.7813 0.3314 0.8455
H 5.3959 -0.1298 -0.7152
H -4.1213 -0.3306 -1.8995
H -2.5232 0.4178 -1.5928
H -2.8507 -1.4266 -1.6932
H 2.9668 -0.5326 -1.3272
H 3.4496 -1.3297 0.2097
H -4.0731 1.6357 0.4229
H 2.7906 0.5894 1.4297
H -5.2021 0.1034 0.7685
H -3.8977 0.4741 1.8156
H -3.1356 -1.2735 0.6141
H 2.2895 1.3187 -0.1190
H -0.2045 0.9617 0.2922

Force components x, y, z for each atom (eV/Å):
-0.176 1.536 0.355
5.340 0.571 0.478
0.843 -2.244 1.186
-0.876 -3.885 -0.171
-1.477 1.498 1.702
0.768 0.578 -2.702
1.885 2.757 -1.151
0.051 -0.357 0.175
-0.304 0.414 -0.177
0.739 0.063 0.681
0.936 -1.112 -0.674
-2.517 0.513 -0.333
-1.637 -1.855 -0.120
-0.138 0.909 0.603
-0.446 -0.143 -0.651
-0.636 0.335 -0.751
-0.123 -2.579 0.272
0.200 0.689 1.272
0.507 0.880 -0.564
-0.070 0.506 0.225
-0.503 -1.036 0.485
-1.165 2.482 -0.348
-1.199 -0.521 0.208

How is the electron density shared among the atoms? According to Löwdin, the charges in e are: number 1, C, carries -0.108; number 2, C, carries -0.133; number 3, C, carries -0.333; number 4, C, carries -0.300; number 5, C, carries -0.184; number 6, N, carries -0.234; number 7, Si, carries 0.612; number 8, Cl, carries 0.516; number 9, H, carries 0.091; number 10, H, carries 0.079; number 11, H, carries 0.074; number 12, H, carries 0.037; number 13, H, carries 0.104; number 14, H, carries 0.084; number 15, H, carries 0.105; number 16, H, carries 0.127; number 17, H, carries 0.128; number 18, H, carries 0.071; number 19, H, carries 0.091; number 20, H, carries 0.065; number 21, H, carries 0.056; number 22, H, carries 0.064; number 23, H, carries -0.013

=====

- Among the records above, which one has the lowest DFT total energy?
  C34H38N4P2S2Tl

=====

- Which of these has the lowest energy relative to the best compared isomer or geometry (same formula, charge and spin)?
  C34H38N4P2S2Tl

=====

- Among the records above, which one has the highest DFT total energy?
  C3H2ClNO2

=====

- Among the records above, which one has the lowest DFT total energy?
  C34H38N4P2S2Tl